Record 1
Entry from the OMol25 dataset: one molecule with the formula C17H23N3O5S (wB97M-V/def2-TZVPD).

Results
LUMO = 0.451 eV
gap between HOMO and LUMO = 9.0 eV
ΔE to the lowest compared entry with this formula, charge and spin = 0.0 kJ/mol
SMILES string = CC1CCN(C(=O)CCNS(=O)(=O)c2ccc3c(c2)oc(=O)n3C)CC1
HOMO = -0.314 Eh
2S+1 = 1

Each line ends with the Mulliken charge.
Positions of all 49 atoms, in Å:
H  -4.02632  -1.83068  -1.15436  0.30
H  -3.03807  0.66099  -1.19451  0.35
H  1.54644  -2.61505  -1.42596  0.48
H  1.20420  0.29330  -0.12915  0.06
H  -4.47536  -0.42255  0.69909  0.45
H  1.18680  5.07656  0.62787  0.37
H  3.76284  -1.24201  -0.17868  0.27
C  -1.23398  0.48044  -0.01311  0.89
H  1.29258  5.80202  -0.97692  0.42
C  1.43680  -2.64502  0.72418  0.54
O  1.39065  -2.66473  2.97641  -0.47
H  -0.87178  3.79407  -0.12408  0.26
H  -0.75960  4.46514  -1.75633  0.43
C  -0.92709  2.31797  -1.68934  -0.88
O  -0.71942  -0.25689  0.80912  -0.59
C  0.62556  -2.80931  1.85795  0.77
H  2.67922  4.94527  -0.30175  0.42
C  1.09386  3.64864  -0.99122  0.62
H  4.12409  -2.98624  -0.19861  0.33
H  -3.08231  1.48184  0.38210  0.35
H  -2.91379  -0.92923  1.37752  0.36
N  -3.31839  -1.77237  -0.44013  -0.18
C  -0.43823  -2.98132  -0.66657  -0.70
C  -0.72469  -3.05056  1.75070  -0.68
C  2.66389  -2.39560  2.58305  0.46
O  -3.63038  -3.43312  1.49149  -0.69
H  1.37064  0.99456  -1.76213  0.29
C  -3.43014  -0.64644  0.45862  -0.93
N  2.69991  -2.38829  1.20183  0.07
H  -0.50791  2.17879  -2.69350  0.28
H  -2.01165  2.33187  -1.76947  0.46
C  1.59433  4.94981  -0.37254  -1.71
N  -0.48362  1.22138  -0.85988  0.18
C  1.52336  2.43964  -0.15790  -0.99
C  -2.75002  0.58582  -0.14657  -0.74
C  -1.22462  -3.12268  0.46202  -0.24
H  -0.91608  -3.05477  -1.62972  0.43
H  1.52195  3.55007  -1.99597  0.20
H  -1.37698  -3.15930  2.59982  0.54
O  3.59066  -2.20441  3.31727  -0.62
C  0.96223  1.15160  -0.75716  -0.46
H  2.61168  2.37787  -0.11439  0.43
C  0.92164  -2.74049  -0.55647  -0.69
H  4.70087  -1.97304  1.14870  0.36
S  -2.98369  -3.27082  0.22090  1.40
O  -3.26711  -4.21478  -0.82104  -0.75
C  3.88951  -2.13268  0.43964  -0.95
C  -0.43131  3.64761  -1.11258  -0.78
H  1.14886  2.54711  0.86179  0.28

---

Record 2
Entry from the OMol25 dataset: one molecule with the formula C17H23NO2 (wB97M-V/def2-TZVPD).

Results
LUMO = 0.685 eV
gap between HOMO and LUMO = 9.4 eV
ΔE to the lowest compared entry with this formula, charge and spin = 59.2 kJ/mol
SMILES string = CN(C[C@]12C[C@H]3C[C@H](C[C@H](C3)C1)C2)C(=O)c1ccco1
HOMO = -0.321 Eh
2S+1 = 1

Each line ends with the Mulliken charge.
Positions of all 43 atoms, in Å:
H  3.05759  0.61871  -2.34485  0.53
C  2.50287  1.06440  0.88571  0.47
H  1.63296  -0.37892  -2.64980  0.51
C  1.28927  1.25503  -1.28136  0.34
H  -1.06048  -3.29959  -0.94696  0.33
C  2.61317  -0.79102  -0.76987  0.48
C  -1.39590  -3.12064  0.07663  -1.15
H  -0.43115  -1.62242  1.96171  0.64
C  0.47279  -0.35141  0.46046  3.35
H  -0.52249  0.09100  -1.40896  0.55
H  4.28644  0.42475  -0.14999  0.52
C  3.39558  -0.02442  0.29415  -1.42
O  -3.23885  1.06651  -1.11780  -0.35
H  3.24789  -1.57752  -1.19378  0.27
H  -0.64403  -3.47399  0.77560  0.36
H  0.63716  1.19796  1.96008  0.45
C  -3.75432  2.20185  -0.63075  -0.60
C  -3.57214  0.78660  1.06134  -0.30
C  1.37468  -1.43166  -0.14240  -1.63
H  -3.62884  0.33750  2.03257  0.59
H  1.57563  -0.25409  2.31969  0.46
H  0.83275  -1.98103  -0.91227  0.36
O  -3.30750  -1.85554  -1.21321  -0.66
C  1.26872  0.42311  1.51852  -1.56
N  -1.65679  -1.71226  0.30564  0.41
H  1.44359  2.81777  0.20196  0.50
H  -0.58243  1.40286  -0.22604  0.31
H  0.97164  1.94256  -2.07301  0.25
C  2.06906  2.02678  -0.21828  -1.44
H  -3.90527  3.00862  -1.32020  0.50
H  3.05686  1.61482  1.65465  0.23
C  0.05299  0.61916  -0.64570  -1.68
C  -0.76739  -0.95914  1.15883  -3.05
H  2.94658  2.49681  -0.66756  0.53
H  1.67887  -2.13878  0.63364  0.37
C  -3.98583  2.09130  0.70598  -0.49
H  -2.32270  -3.67999  0.21723  0.38
C  2.17967  0.16699  -1.87773  -1.45
H  3.72239  -0.70739  1.08185  0.51
H  -4.39860  2.83495  1.35623  0.46
C  -2.69394  -1.19403  -0.39450  0.51
C  -3.11182  0.20508  -0.09031  0.35
H  -1.32866  -0.14132  1.61288  0.27

---

Record 3
Entry from the OMol25 dataset: C17H24BN10ORe as an isolated structure (wB97M-V/def2-TZVPD).

Results
LUMO (alpha / beta) = -16.166 / -16.479 eV
total charge = +4
gap between HOMO and LUMO (alpha / beta) = 3.7 / 3.3 eV
HOMO (alpha / beta) = -0.729 / -0.725 Eh
2S+1 = 1

Each line ends with the Mulliken charge.
Positions of all 54 atoms, in Å:
H  -3.03046  -4.43310  2.58229  0.32
C  -0.59879  0.33112  -4.09531  -1.48
C  0.33724  0.98063  -3.34596  1.03
N  -2.42716  -2.30785  0.90170  -1.14
N  -0.87283  -0.32554  -1.95930  0.52
B  -1.21705  -0.89951  -0.53142  0.57
C  -3.85813  -3.87234  2.14550  -1.20
N  -0.48419  1.34581  0.45129  -0.65
N  3.08263  2.03163  2.82551  -0.24
H  2.42203  -3.69164  0.82916  0.53
H  -4.68127  -4.55400  1.95244  0.40
C  -0.28792  3.71663  1.34807  -1.37
H  4.88962  3.68768  1.98566  0.26
H  2.33824  1.38281  3.02734  0.22
N  0.17529  0.58048  -2.02154  0.20
Re  1.16360  1.11533  -0.41653  1.32
C  -3.22988  -2.49933  -1.20381  0.03
O  2.53164  2.03309  0.60221  -0.88
H  -0.75851  0.40678  -5.16008  0.52
C  -3.42447  -3.18749  0.90075  0.57
H  2.40015  1.56024  -3.44819  0.34
C  1.86603  -2.80488  0.56401  -1.36
H  4.03880  -0.52083  -0.48160  0.36
C  -2.29314  2.09895  1.53047  -1.38
N  -1.45466  0.35444  0.39544  0.76
H  0.54279  3.58296  2.04405  0.23
H  3.64667  2.33955  3.61073  0.24
C  2.36207  -1.56018  0.36453  0.67
H  4.43692  -1.88556  0.54984  0.43
H  -4.17463  -3.14067  2.89065  0.31
C  -1.04337  2.45511  1.14803  0.69
H  -0.95059  4.46732  1.77583  0.42
H  0.08817  4.12037  0.40321  0.35
C  3.30633  2.46304  1.60278  0.69
H  -0.28059  -3.52282  0.32368  0.60
C  -3.95047  -3.33450  -0.41696  -1.13
H  -2.16294  -1.12042  -3.42292  0.48
C  -2.52382  0.78764  1.02429  0.47
H  1.24449  2.91645  -3.17579  0.34
N  -2.29663  -1.87250  -0.39510  0.20
N  4.25551  3.30589  1.29138  -0.34
N  0.12869  -1.49815  0.01574  0.81
H  -3.32203  -2.31047  -2.25810  0.39
H  4.38605  3.60928  0.33579  0.25
C  0.46397  -2.73730  0.31590  0.46
C  -1.33453  -0.46731  -3.19820  0.50
H  -3.41221  0.17113  1.08513  0.60
C  1.40607  1.95812  -3.68322  -1.56
H  1.40849  2.17441  -4.75124  0.41
H  3.89657  -0.38974  1.29354  0.22
H  -2.99715  2.69749  2.08894  0.54
N  1.25661  -0.71327  0.04764  -0.68
C  3.75216  -1.04693  0.43367  -1.37
H  -4.75937  -3.97808  -0.72190  0.53

---

Record 4
Entry from the OMol25 dataset: C17H24Cl14N2 as an isolated structure (wB97M-V/def2-TZVPD).

Results
LUMO = -0.024 eV
gap between HOMO and LUMO = 9.0 eV
HOMO = -0.330 Eh
2S+1 = 1

Each line ends with the Mulliken charge.
Positions of all 57 atoms, in Å:
H  0.85996  24.72139  -22.40290  0.87
Cl  1.87140  26.56799  -19.96858  0.00
Cl  -1.00700  26.49834  -23.33337  -0.22
Cl  0.02621  28.44644  -21.65867  -0.15
C  -0.95902  24.84119  -16.42400  0.82
Cl  -5.24462  20.10928  -18.56456  -0.18
H  4.61241  23.02640  -20.39134  0.38
H  0.31745  23.36829  -20.22883  -0.01
H  -1.08190  24.49473  -15.39785  0.60
H  -2.91149  23.23285  -19.28386  -0.66
Cl  -2.41944  25.85200  -16.71959  -0.24
H  -4.16818  26.04451  -17.50630  0.39
H  -0.90719  24.04706  -17.16882  -0.65
C  0.26300  22.98016  -21.23521  0.80
C  0.14942  23.05323  -23.64881  -1.08
H  -3.03238  26.24735  -18.87216  -0.39
Cl  2.79925  21.61699  -16.02114  -0.18
N  -0.29873  25.42023  -19.48365  0.55
C  -4.05361  25.99237  -18.58901  0.74
H  3.62744  23.15364  -21.93259  0.34
C  -0.34572  21.74021  -23.65171  -0.47
H  -4.03393  21.96257  -18.66739  -0.07
Cl  -2.69824  20.75847  -17.15206  -0.15
C  0.65060  24.65816  -18.94722  -1.77
C  -0.09984  26.81884  -21.83804  1.32
H  -3.21924  20.56283  -19.50657  0.16
N  -0.15134  21.69313  -21.28731  -0.46
H  1.24313  22.78020  -18.17791  -0.61
C  3.35071  22.72198  -17.35712  0.14
Cl  -5.06014  27.28866  -19.32961  -0.21
H  1.75302  28.68228  -18.76814  0.42
C  0.40826  23.31030  -18.61196  -0.61
C  -3.70873  20.92426  -18.60221  0.53
H  -0.72914  26.39175  -21.05722  -1.30
C  -1.90154  23.60941  -19.21613  -0.16
H  1.63104  25.09293  -18.82026  1.33
Cl  4.53415  25.20511  -21.34630  -0.16
Cl  2.34330  23.74654  -20.04756  0.04
H  -0.62622  21.24507  -24.56961  0.41
C  3.88573  23.59613  -20.97052  -0.52
H  0.25672  23.62718  -24.55736  0.45
H  4.43011  22.70388  -17.50770  0.45
H  2.90706  22.52539  -18.33314  -0.03
C  1.20118  27.74230  -18.76370  -0.37
Cl  -4.55216  24.37884  -19.19378  -0.23
H  -2.36056  25.39702  -20.21153  1.95
C  -1.55683  24.88776  -19.70058  -1.01
Cl  -0.54419  28.13592  -19.11627  -0.13
C  -0.87137  22.77294  -18.82803  -0.80
C  -0.56318  21.08715  -22.43235  -0.61
H  0.94308  26.50199  -21.84230  0.29
Cl  0.47742  25.90176  -16.54718  -0.19
C  0.52372  23.69508  -22.40698  -0.37
H  1.20424  27.44232  -17.71579  0.22
Cl  2.82076  24.41498  -16.92456  0.00
H  -0.90667  20.07169  -22.30097  0.44
H  -1.08244  21.79029  -18.43273  0.35